The molecule C4H9NO2. Source: the OMol25 dataset; level of theory: the ωB97M-V functional and the def2-TZVPD basis.

Values from the calculation:
multiplicity = 1
SMILES = C[C@H](O)[C@@H](N)C=O
HOMO energy = -9.31 eV
E_LUMO = 0.8 eV
relative energy (zero: lowest compared OMol25 entry of this formula, charge and spin) = 1.798 eV
orbital gap = 10.1 eV

Atoms and positions in Å:
1 C -0.188227 0.826319 2.003923
2 C 0.456813 0.377801 0.691717
3 O 1.093563 1.444789 -0.005783
4 C -0.577454 -0.255515 -0.258450
5 N -1.281346 0.743085 -1.030591
6 C -0.044946 -1.407642 -1.064012
7 O 0.531388 -2.335283 -0.555050
8 H -0.112410 0.025716 2.725087
9 H -1.218666 1.122384 1.861277
10 H 0.319507 1.705218 2.396861
11 H 1.176883 -0.406758 0.900277
12 H 1.794661 1.795358 0.561286
13 H -1.285418 -0.706069 0.451392
14 H -0.872020 1.668286 -0.939949
15 H -1.330964 0.550875 -2.022073
16 H -0.224443 -1.399224 -2.162529

Cartesian forces (eV/Å) of the 6 atoms listed first:
C 0.2919 0.3629 -0.4029
C 0.0924 -0.1415 -0.1435
O 0.1833 0.0904 0.1335
C -0.4411 0.5810 0.5014
N -0.2914 0.5394 -0.2652
C 0.4401 -0.3859 0.0032

The molecule C5H8O. Source: the OMol25 dataset; level of theory: the ωB97M-V functional and the def2-TZVPD basis.

Values from the calculation:
multiplicity = 1
SMILES = C#CCCOC
HOMO energy = -9.70 eV
E_LUMO = 1.0 eV
relative energy (zero: lowest compared OMol25 entry of this formula, charge and spin) = 2.868 eV
orbital gap = 10.7 eV

Atoms and positions in Å:
1 C -1.577445 -2.051344 -1.548096
2 C -1.222948 -0.900646 -1.595770
3 C -0.661482 0.405859 -1.236476
4 C -0.263286 0.185217 0.235091
5 O 0.450830 1.243135 0.816354
6 C 1.571055 0.843827 1.578237
7 H -1.874789 -3.072339 -1.466587
8 H -1.396707 1.210346 -1.348684
9 H 0.203462 0.661751 -1.858663
10 H -1.190576 -0.007479 0.793052
11 H 0.331317 -0.734828 0.258986
12 H 1.556538 -0.233252 1.796026
13 H 2.501653 1.071955 1.042112
14 H 1.572378 1.377798 2.534419

Cartesian forces (eV/Å) of the 6 atoms listed first:
C 0.0878 0.4225 -0.1039
C -0.1484 -0.5416 0.0844
C -0.0023 0.0209 0.0303
C -0.0940 -0.2428 -0.0223
O -0.0054 0.1814 -0.1277
C 0.2621 -0.0533 0.1853

A cluster of 2 separate species, C5H8N2O3 in total. Source: the OMol25 dataset; level of theory: the ωB97M-V functional and the def2-TZVPD basis.

Values from the calculation:
multiplicity = 1
SMILES = O=C1CN=C([C@H]2CO2)N1.O
HOMO energy = -9.66 eV
E_LUMO = 0.5 eV
relative energy (zero: lowest compared OMol25 entry of this formula, charge and spin) = 2.391 eV
orbital gap = 10.1 eV

Atoms and positions in Å:
1 O 1.297889 -3.165459 -0.853339
2 C 0.387207 -2.401486 -1.091925
3 C 0.047790 -1.687665 -2.390767
4 N -1.337153 -1.262032 -2.299114
5 C -1.869101 -1.854322 -1.294671
6 C -3.306950 -1.777275 -0.911686
7 C -4.000100 -0.482738 -0.858602
8 O -4.206112 -1.391096 -1.924657
9 N -0.973841 -2.430681 -0.408297
10 H 0.720635 -0.826878 -2.518071
11 H 0.214519 -2.363457 -3.243608
12 H -3.649157 -2.583259 -0.255023
13 H -4.839937 -0.362088 -0.169736
14 H -3.443243 0.421329 -1.119416
15 H -1.228461 -3.100019 0.307020
16 O 1.077810 -0.757312 0.792480
17 H 0.094467 -1.195522 0.871953
18 H 0.932896 0.016157 0.233519

Cartesian forces (eV/Å) of the 6 atoms listed first:
O -1.3730 1.7158 0.1065
C -1.0322 -3.4869 -0.1435
C 0.5385 1.2519 0.6837
N -0.7368 -0.8374 -0.3979
C 0.6299 1.1165 0.1617
C 0.1237 -0.1834 0.0443

Among the records above, which one has the lowest relative energy (zero: lowest compared OMol25 entry of this formula, charge and spin)?
C4H9NO2